Below is one molecule with the formula C24H28N6O3S3, with properties calculated with ωB97M-V with the def2-TZVPD basis set.

Values from the calculation:
- structure (SMILES) = CCc1ccc(Nc2nnc(SCC(=O)Nc3cccc(S(=O)(=O)NC4=NCCCCC4)c3)s2)cc1
- LUMO level (eV) = 0.23
- total charge = 0
- HOMO level (eV) = -8.11
- E_tot (Eh) = -2680.19644
- ΔE to the lowest compared entry with this formula, charge and spin (kJ/mol) = 0.0
- orbital gap (Eh) = 0.30668

CARTESIAN COORDINATES (ANGSTROEM)
S (4.53206, 2.41492, 0.69024)
S (1.90307, 3.47931, -0.40433)
S (-1.24535, -2.24681, 0.43688)
O (-1.95215, -1.92791, 1.63922)
O (5.45795, -0.94951, 1.31172)
O (-1.75365, -3.30288, -0.38655)
N (2.05242, 1.90084, 1.60447)
N (3.28732, -0.48684, 1.86541)
N (-0.76899, 3.17421, -0.01487)
N (-0.12451, 0.74464, -1.65066)
N (-1.21758, -0.80219, -0.42189)
N (0.74678, 2.07160, 1.41584)
C (-4.24934, 2.06841, -0.31067)
C (-2.09879, 1.65210, 1.36934)
C (0.66383, 1.16743, -2.78091)
C (-3.06035, 2.72877, -0.54617)
C (3.20547, -2.82833, 1.12452)
C (2.59592, -1.61114, 1.42727)
C (-6.02144, 0.10668, 2.38092)
C (2.44309, -3.88780, 0.66268)
C (-0.40851, -0.48261, -1.48777)
C (-3.29567, 0.98997, 1.58853)
C (0.45419, 2.83388, 0.41654)
C (2.10196, 0.63714, -2.77126)
C (0.00242, -1.63124, -2.37058)
C (2.80348, 2.52343, 0.76103)
C (2.22385, -0.78303, -3.31504)
C (1.52200, -1.82307, -2.44456)
C (-5.67420, 0.42139, 0.92907)
C (1.07599, -3.74897, 0.47204)
C (-1.96540, 2.51454, 0.28550)
C (0.48655, -2.53712, 0.77451)
C (4.60205, -0.18949, 1.69824)
C (1.21555, -1.47758, 1.26445)
C (4.90286, 1.26297, 2.06620)
C (-4.38570, 1.17537, 0.74823)
H (-0.79575, 3.72669, -0.86017)
H (-1.50875, -0.00758, 0.14058)
H (2.67921, 0.31200, 2.08576)
H (1.72152, -2.81406, -2.85809)
H (2.48366, 0.66989, -1.74779)
H (2.92392, -4.82641, 0.43471)
H (-7.02459, -0.30980, 2.43887)
H (1.94778, -1.79486, -1.43959)
H (4.27266, -2.92622, 1.23926)
H (0.17992, 0.88050, -3.72374)
H (-0.47660, -2.53861, -2.00795)
H (-3.35531, 0.30099, 2.41426)
H (0.46601, -4.54820, 0.08426)
H (-1.26799, 1.50563, 2.03914)
H (5.97416, 1.37886, 2.22612)
H (3.28297, -1.04294, -3.38251)
H (2.71910, 1.30256, -3.37895)
H (4.34163, 1.59341, 2.93822)
H (-5.33071, -0.62121, 2.79696)
H (-5.08662, 2.24161, -0.97158)
H (-6.48560, 0.99935, 0.47932)
H (0.72056, -0.54621, 1.49329)
H (-5.98715, 1.00980, 2.98645)
H (-2.97439, 3.40541, -1.38460)
H (-0.37608, -1.42873, -3.37806)
H (-5.59688, -0.51866, 0.37330)
H (0.68577, 2.26187, -2.73865)
H (1.81035, -0.81614, -4.32646)

Below is C24H29AgN6O2S2 as an isolated structure, with properties calculated with ωB97M-V with the def2-TZVPD basis set.

Values from the calculation:
- LUMO level (eV) = 0.29
- total charge = 0
- HOMO level (eV) = -6.89
- E_tot (Eh) = -2354.18864
- ΔE to the lowest compared entry with this formula, charge and spin (kJ/mol) = 9.1
- orbital gap (Eh) = 0.26376

CARTESIAN COORDINATES (ANGSTROEM)
Ag (-0.05026, -0.03032, -0.36285)
S (0.02012, -0.74418, 2.29559)
S (1.86817, 0.14763, -2.57453)
O (1.54947, 1.26504, -1.59622)
O (2.00784, -1.26962, -0.94862)
N (-1.62422, 1.68517, -1.42918)
N (-1.99989, -1.18073, 3.92919)
N (-1.30488, -1.68857, -1.45723)
N (-0.17204, -3.57256, -2.60728)
N (-2.35515, 0.24135, 0.72504)
N (-2.60130, -0.19495, 1.97871)
C (-3.33919, 1.74977, -3.60821)
C (4.28753, -0.67282, -3.64613)
C (-0.78829, -2.57158, -2.00042)
C (1.28926, -3.58077, -2.73445)
C (-0.93313, -4.67612, -3.16987)
C (0.78171, 1.13244, -6.40904)
C (-1.57886, -0.70028, 2.73887)
C (1.04609, 0.46460, -5.21523)
C (4.38037, 1.04403, -1.95236)
C (3.65573, 0.16671, -2.73848)
C (5.66596, -0.61501, -3.78236)
C (-2.05084, 2.23686, -3.71743)
C (-4.69309, 0.92428, 0.53725)
C (5.76269, 1.09742, -2.09335)
C (-3.28545, 0.75839, 0.03715)
C (1.66858, 1.12141, -4.16347)
C (1.12704, 2.47011, -6.53889)
C (-2.88326, 1.25485, -1.31647)
C (-1.23052, 2.18373, -2.59729)
C (1.74142, 3.13605, -5.47804)
C (2.01142, 2.46222, -4.29587)
C (3.09054, -1.41738, -0.06943)
C (-3.77058, 1.26287, -2.38147)
C (6.40482, 0.27385, -3.00852)
H (-2.94819, -1.08800, 4.25089)
H (7.48173, 0.31905, -3.11742)
H (-0.73746, -4.76370, -4.24064)
H (0.75400, -0.57586, -5.08909)
H (-0.65225, -5.61440, -2.68793)
H (2.93656, -2.27220, 0.60768)
H (-1.67007, 2.64103, -4.64761)
H (1.70656, -2.80833, -2.08506)
H (-1.29178, -1.47522, 4.57673)
H (3.69811, -1.36043, -4.24627)
H (-0.20706, 2.53195, -2.63575)
H (2.00853, 4.18165, -5.58203)
H (0.29777, 0.61590, -7.23030)
H (3.84908, 1.66616, -1.24063)
H (3.24600, -0.52908, 0.56832)
H (4.03819, -1.59636, -0.60045)
H (1.58324, -3.39562, -3.77183)
H (-5.15961, -0.04180, 0.75253)
H (6.16634, -1.26297, -4.49213)
H (0.91585, 2.99889, -7.46111)
H (-3.52984, -0.14749, 2.36466)
H (-4.00575, 1.74726, -4.46197)
H (6.33940, 1.78181, -1.48333)
H (-4.69213, 1.51613, 1.45739)
H (-5.31148, 1.44596, -0.18731)
H (-4.77050, 0.86164, -2.26634)
H (-1.99588, -4.50668, -3.01973)
H (1.66894, -4.55844, -2.43034)
H (2.48331, 2.97236, -3.45982)

Below is a 4-piece molecular cluster, C24H29Br2F24O7PS overall, with properties calculated with ωB97M-V with the def2-TZVPD basis set.

Values from the calculation:
- structure (SMILES) = CCOCP(CCCS(=O)(=O)O)/C(Br)=C(/C)Br.FC(F)C(F)(F)COC(F)(F)C(F)F.FC(F)C(F)(F)COC(F)(F)C(F)F.FC(F)C(F)(F)COC(F)(F)C(F)F
- LUMO level (eV) = 0.24
- total charge = 0
- HOMO level (eV) = -8.83
- E_tot (Eh) = -9742.93499
- orbital gap (Eh) = 0.33336

CARTESIAN COORDINATES (ANGSTROEM)
Br (0.60019, -0.58058, -2.11298)
Br (-1.25718, -1.87773, 1.87306)
S (-6.03766, -1.38822, 0.93483)
P (-2.36228, -1.03381, -1.40216)
F (2.72393, 6.06302, -3.53039)
F (3.70657, -3.04085, -2.17850)
F (3.83902, -0.22164, -2.89946)
F (0.62349, 0.99865, 3.03720)
F (-0.75515, 3.22996, -4.58683)
F (-1.09771, 2.74940, -1.13921)
F (1.71704, 4.32899, -4.36660)
F (6.49992, -2.86160, -1.83007)
F (4.79497, -4.93890, -2.19665)
F (4.03427, 0.80218, -0.42451)
F (1.23350, 6.63360, -5.71524)
F (-1.60763, 4.56374, -2.27571)
F (-1.41925, -1.07682, 7.79301)
F (6.72553, -3.85087, -3.75025)
F (-0.57392, 5.94354, -4.69227)
F (1.52816, 3.32088, 4.10297)
F (-1.17931, 2.32344, 7.02694)
F (0.41681, 0.13294, 7.69459)
F (-0.76964, 1.91923, 4.42222)
F (-1.66573, 1.32903, 8.91453)
F (4.83429, -1.23150, -0.49231)
F (1.40963, 2.46818, 6.11567)
F (-2.31395, 2.21515, -3.42864)
F (5.25938, 1.44683, -2.69442)
O (0.39917, 0.09723, 5.02296)
O (-1.99573, -3.70998, -1.05264)
O (-6.98506, -2.42495, 0.64235)
O (-4.86282, -1.62725, 1.71596)
O (0.97766, 5.26277, -2.46285)
O (5.75115, -1.88283, -3.70749)
O (-6.82643, -0.21741, 1.70443)
C (-2.42087, -4.96487, -0.55477)
C (-1.29212, -5.96026, -0.74983)
C (-3.11159, 0.06300, -0.11572)
C (5.05035, 0.12094, -2.42707)
C (-0.63436, -1.13378, -0.76312)
C (-1.01323, 2.58679, -3.43004)
C (1.33464, -1.52989, 0.79404)
C (4.57774, -3.79308, -2.87621)
C (-0.77009, 3.51099, -2.23294)
C (-4.52596, 0.51069, -0.50097)
C (0.67229, 3.96700, -1.99160)
C (-0.74988, -0.36975, 5.69514)
C (-0.81875, -0.00867, 7.18226)
C (-0.11648, -1.45508, 0.41411)
C (-5.61701, -0.55628, -0.57751)
C (1.55835, 2.17180, 4.81159)
C (6.15063, -0.63893, -3.17509)
C (1.51440, 5.47105, -3.69262)
C (-1.68194, 1.19677, 7.57118)
C (-3.03063, -2.76174, -1.06264)
C (0.65794, 6.45262, -4.50726)
C (5.91391, -3.04724, -3.02358)
C (5.04497, 0.03674, -0.89546)
C (0.40277, 1.27407, 4.34663)
H (4.16487, -4.01973, -3.86016)
H (-0.48035, -5.79276, -0.03957)
H (-1.66086, -6.97988, -0.61126)
H (1.49597, -1.02927, 1.74914)
H (-3.70764, -2.98457, -1.90370)
H (1.96968, -1.08658, 0.02821)
H (0.58851, 7.40842, -3.98600)
H (-4.85968, 1.30767, 0.17048)
H (0.77154, 4.02826, -0.90882)
H (-2.66421, -4.85220, 0.51076)
H (-0.89529, -5.87347, -1.76363)
H (2.51227, 1.66661, 4.65277)
H (-0.67047, -1.45565, 5.67156)
H (-7.77355, -0.37505, 1.60353)
H (7.04996, -0.71980, -2.56487)
H (-3.61300, -2.79251, -0.13040)
H (-1.66878, -0.08615, 5.18169)
H (-0.37803, 1.70465, -3.34038)
H (-4.47644, 0.95151, -1.50407)
H (-2.71329, 1.05783, 7.23809)
H (1.62100, -2.57981, 0.91656)
H (-3.05292, -0.32278, 0.89991)
H (-2.47592, 0.95627, -0.16578)
H (5.98907, 0.40028, -0.48286)
H (-6.55769, -0.09329, -0.88801)
H (-3.33268, -5.29252, -1.07467)
H (6.38074, -0.02056, -4.04140)
H (1.37694, 3.21874, -2.35462)
H (-5.40003, -1.35040, -1.30259)

Below is C24H29F3N10OW as an isolated structure, with properties calculated with ωB97M-V with the def2-TZVPD basis set.

Values from the calculation:
- LUMO level (eV) = -6.45
- total charge = +2
- HOMO level (eV) = -13.46
- E_tot (Eh) = -1921.14769
- ΔE to the lowest compared entry with this formula, charge and spin (kJ/mol) = 0.0
- orbital gap (Eh) = 0.25760

CARTESIAN COORDINATES (ANGSTROEM)
W (0.54502, -0.13984, 0.26789)
F (0.85196, 4.11490, 5.91256)
F (0.36990, 2.26723, 6.93335)
F (-1.21692, 3.52034, 6.15436)
O (2.06090, 0.62492, 0.35729)
N (-0.37343, -1.54910, -1.51096)
N (-1.39493, -1.27679, 1.31494)
N (-2.55579, -0.73128, -1.32240)
N (2.18622, -1.60747, -0.86895)
N (-2.15056, -2.29705, -2.91527)
N (0.31229, 0.91838, 2.23225)
N (0.04531, -3.12814, -3.23712)
N (1.25241, -1.85718, 1.84352)
N (-1.70874, -3.88028, -4.50634)
N (-0.41729, 1.09728, -0.52970)
C (0.01736, 3.07534, 5.92895)
C (-0.86103, 1.42162, 2.63890)
C (-1.06630, -2.15325, 2.45463)
C (1.39281, 1.13807, 3.00191)
C (-0.32928, 3.34049, -3.40738)
C (1.37879, 1.67234, -2.63921)
C (4.06964, -3.20836, -2.13297)
C (1.84801, -2.39611, -1.88523)
C (-2.89209, 2.60715, -0.03063)
C (-0.78597, 2.12554, -1.39152)
C (-1.99933, 2.81418, -1.22236)
C (0.10078, 2.32006, 4.61449)
C (-1.52550, 4.02384, -3.25913)
C (3.47202, -1.57081, -0.50273)
C (2.74575, -3.22663, -2.53628)
C (0.07384, 2.39393, -2.47633)
C (4.43891, -2.35631, -1.09997)
C (0.41415, -2.36753, -2.24735)
C (-2.34537, 3.76485, -2.17149)
C (0.23478, -2.88182, 2.14477)
C (-1.67225, -1.53836, -1.95167)
C (-1.01205, 2.12547, 3.81702)
C (-1.27662, -3.08957, -3.53830)
C (1.32492, 1.82085, 4.19683)
H (2.07759, 1.91546, -1.83976)
H (-3.86388, 3.06443, -0.20579)
H (-2.11850, -0.61633, 1.57701)
H (3.72592, -0.86783, 0.27962)
H (1.55220, -1.41554, 2.70928)
H (-0.93330, -1.52539, 3.33857)
H (0.12178, -3.52441, 1.26960)
H (-2.17960, 0.12244, -0.93546)
H (1.84035, 1.94244, -3.58698)
H (1.24350, 0.58430, -2.63075)
H (-3.27120, 4.31365, -2.05358)
H (0.53027, -3.50567, 2.98829)
H (2.08505, -2.29660, 1.46554)
H (-1.69965, 1.28554, 1.97516)
H (2.39785, -3.85197, -3.34424)
H (-1.81903, 4.76512, -3.98990)
H (-2.67682, -3.85403, -4.78016)
H (-3.07357, 1.55161, 0.19843)
H (4.80124, -3.83911, -2.61918)
H (-2.47038, 3.07579, 0.86098)
H (5.46358, -2.29121, -0.76274)
H (-1.05565, -4.45626, -5.00993)
H (-3.44122, -0.65751, -1.80262)
H (2.33926, 0.78565, 2.61673)
H (-1.86880, -2.86026, 2.66384)
H (-1.81406, -1.82086, 0.56519)
H (-1.97920, 2.52045, 4.09367)
H (0.31235, 3.55182, -4.25322)
H (2.22160, 1.97341, 4.78202)

- Which of these has the highest HOMO level?
  C24H29AgN6O2S2

- The highest total charge belongs to which entry?
  C24H29F3N10OW